The following is a quantum chemistry calculation of C46H38MnN4OP2SbSe4 as an isolated structure, from OMol25.

Output
**Total energy**: -13748.0836 hartree
**LUMO (alpha / beta)**: -12.312 / -12.341 eV
**Spin multiplicity**: 1
**Total charge**: +4

Each line ends with the Löwdin charge.
Atoms and positions in Å:
Mn  0.082078  0.548778  -1.323476  -0.3749
C  -0.435652  -2.660219  -0.214676  -0.3347
C  0.221883  -2.108352  1.056675  -0.3269
P  -0.955917  -1.428919  2.321383  1.2040
C  -0.048068  -0.301593  3.328352  -0.2324
C  1.284737  0.133051  2.856307  -0.0893
C  1.917031  2.232267  2.731248  -0.0330
C  0.742732  2.989106  3.401295  -0.0254
C  -0.576565  1.437758  5.031244  0.1149
C  -0.825615  0.294113  4.363642  -0.0665
C  -1.503272  -2.798098  3.381773  -0.3583
C  -2.603254  -3.560333  2.991763  -0.0788
C  -2.985100  -4.653227  3.753323  -0.0295
C  -2.302695  -4.957824  4.923430  -0.0132
C  -1.218364  -4.184893  5.321066  -0.0345
C  -0.810162  -3.104579  4.560048  -0.0817
P  -1.209255  -1.408785  -1.335153  0.9906
C  -2.954107  -1.245137  -0.865590  -0.3484
C  -3.681799  -0.131652  -1.286509  -0.1353
C  -5.050418  -0.065941  -1.084026  -0.0314
C  -5.706791  -1.114111  -0.453176  -0.0204
C  -4.993206  -2.231560  -0.043664  -0.0368
C  -3.624853  -2.304793  -0.252229  -0.0952
C  -1.278470  -2.201765  -2.970018  -0.3643
C  -2.171671  -1.667583  -3.902887  -0.1072
C  -2.333448  -2.267046  -5.139623  -0.0622
C  -1.592456  -3.396625  -5.467965  -0.0371
C  -0.687128  -3.917255  -4.556645  -0.0384
C  -0.525030  -3.326314  -3.311385  -0.0811
H  -1.167048  -3.434549  0.015341  0.0888
H  0.349940  -3.127519  -0.806642  0.0751
H  0.910074  -1.315444  0.757446  0.0346
H  0.795962  -2.900940  1.543495  0.1164
H  1.812112  -0.748624  2.499772  0.1379
H  2.728862  2.862357  2.376574  0.1866
H  0.951785  4.047317  3.551437  0.1770
H  -1.282254  1.788857  5.775595  0.1514
H  -1.764761  -0.206912  4.585148  0.1303
H  -3.176174  -3.294090  2.113800  0.0760
H  -3.827670  -5.255686  3.442062  0.1270
H  -2.620378  -5.794479  5.530954  0.1316
H  -0.680736  -4.431399  6.227255  0.1267
H  0.049693  -2.523643  4.866370  0.1058
H  -3.184013  0.671552  -1.815277  0.0374
H  -5.608761  0.792933  -1.432631  0.1264
H  -6.776942  -1.071957  -0.300840  0.1294
H  -5.509643  -3.063743  0.416620  0.1261
H  -3.103711  -3.215073  0.010837  0.0895
H  -2.770605  -0.801299  -3.653958  0.0926
H  -3.048736  -1.861926  -5.843672  0.1265
H  -1.729031  -3.875773  -6.428641  0.1289
H  -0.113606  -4.801333  -4.801462  0.1264
H  0.175225  -3.778045  -2.622656  0.0981
C  2.683839  6.719959  11.826025  -0.0103
O  3.442254  5.698039  11.171208  -0.0086
C  2.988507  5.099381  10.102748  -0.2481
C  1.745211  5.379829  9.494594  0.0343
C  1.366962  4.696239  8.371831  0.0135
C  2.199447  3.705982  7.807528  -0.1697
C  3.439185  3.429898  8.422296  -0.0138
C  3.826024  4.110809  9.539450  0.0417
C  1.748406  3.046950  6.627098  -0.1849
N  0.670356  3.254629  5.955064  0.1852
C  0.615138  2.339603  4.845792  -0.3022
C  1.929922  1.581729  4.933068  -0.0073
N  2.550837  2.001405  5.975063  0.3012
C  2.320774  1.022245  3.637729  -0.1931
C  3.701944  0.575759  3.255661  0.0525
C  4.057797  0.394451  1.973512  0.0086
C  3.248689  0.515476  0.746408  -0.0843
N  2.026828  0.872154  0.584919  0.0851
C  1.278566  1.266869  1.721806  -0.2969
C  -0.049719  1.867546  1.432488  -0.1630
N  -0.785448  1.579338  0.357476  0.0454
C  -1.960072  2.236185  0.278787  -0.1012
C  -2.394668  3.152412  1.219767  0.0255
C  -1.595088  3.463356  2.312881  0.0718
C  -0.387909  2.794847  2.414895  -0.0854
H  3.268922  7.020136  12.687096  0.1091
H  1.713352  6.342789  12.150826  0.1069
H  2.537806  7.579486  11.169785  0.1087
H  1.092730  6.134430  9.909717  0.1226
H  0.417022  4.904778  7.900803  0.1244
H  4.113023  2.679220  8.022178  0.1090
H  4.776441  3.918799  10.018338  0.1403
H  3.470476  1.713239  6.298005  0.1842
H  4.443867  0.418112  4.030334  0.1390
H  5.078975  0.086959  1.783302  0.1310
H  3.767400  0.232642  -0.168546  0.1074
H  -2.574624  2.034036  -0.583711  0.0680
H  -3.346838  3.642408  1.070597  0.1365
H  -1.897577  4.213572  3.033629  0.1485
Se  0.504861  -0.030765  -6.320549  0.2457
Sb  1.450841  1.482340  -4.772100  0.2202
Se  1.688922  -0.405865  -2.279232  0.5076
Se  -0.745171  1.685140  -2.885128  0.4923
Se  2.885741  3.219399  -4.022192  0.1835

Cartesian forces (eV/Å) of the 3 atoms listed first:
Mn 0.3 -0.3 -0.8
C -0.1 0.3 0.1
C -0.3 0.1 0.0



The following is a quantum chemistry calculation of C46H39Br2F3N5O5S2SbZr as an isolated structure, from OMol25.

Output
**Relative energy (zero: lowest compared OMol25 entry of this formula, charge and spin)**: 4.2 kcal per mole
**Total energy**: -8957.2305 hartree
**LUMO**: -6.258 eV
**Spin multiplicity**: 1
**Total charge**: +2

Each line ends with the Löwdin charge.
Atoms and positions in Å:
Zr  -0.157058  -0.067747  0.032835  1.7428
C  -1.311310  2.672248  1.796037  -0.0163
O  -1.532250  1.575750  0.859713  -0.2843
C  -2.888096  1.299196  0.604975  -0.2335
C  -3.918904  1.697906  1.429945  -0.0017
C  -5.219117  1.379057  1.053159  -0.0429
C  -5.473602  0.670858  -0.114215  -0.0498
C  -4.427766  0.267123  -0.927718  0.0110
C  -3.130222  0.584362  -0.559630  -0.1913
N  -1.960636  0.213725  -1.279929  -0.0576
N  -2.132456  -0.005581  -2.514237  0.1556
C  -1.090182  -0.242045  -3.357331  -0.1258
C  0.256938  -0.054529  -3.007334  -0.2758
O  0.588123  0.188016  -1.740463  -0.2935
C  1.260345  -0.034676  -3.989844  -0.0275
C  0.927190  -0.250590  -5.294899  0.0022
C  -0.406621  -0.515822  -5.701942  -0.1839
C  -0.714860  -0.773080  -7.054206  -0.0152
C  -2.005211  -1.020575  -7.433596  -0.0467
C  -3.028530  -1.013143  -6.470400  -0.0399
C  -2.755047  -0.763399  -5.148883  -0.0136
C  -1.436042  -0.510226  -4.736597  -0.0965
H  -1.938374  3.507708  1.493301  0.1199
H  -1.539092  2.335816  2.802775  0.0913
H  -0.266970  2.948861  1.728075  0.0387
H  -3.737958  2.232564  2.349421  0.1260
H  -6.038555  1.690321  1.686544  0.1214
H  -6.491733  0.432545  -0.388705  0.1178
H  -4.598924  -0.291737  -1.836680  0.1154
H  2.278009  0.164168  -3.684529  0.1063
H  1.699176  -0.221732  -6.055725  0.1340
H  0.085613  -0.772487  -7.783417  0.1239
H  -2.242539  -1.219032  -8.469501  0.1169
H  -4.047810  -1.206837  -6.776881  0.1164
H  -3.551303  -0.760019  -4.419150  0.1044
Br  0.911173  -3.858495  -4.761494  0.6690
C  2.722154  -3.354651  -4.366230  -1.0081
Br  2.968467  -2.754220  -2.545425  0.6554
H  3.002646  -2.538115  -5.018057  -0.0030
H  3.351747  -4.223053  -4.506487  0.0054
F  2.495618  3.733667  6.614286  0.0987
C  2.409479  3.343756  5.342161  -0.2665
C  1.757873  2.157427  5.055165  0.0177
C  1.668657  1.758765  3.731320  -0.1229
C  2.227989  2.540129  2.720142  -0.3982
C  2.872464  3.732912  3.040112  -0.0925
C  2.968153  4.142883  4.360767  0.0199
Sb  2.088521  1.889100  0.719779  1.5680
C  3.928536  0.900382  0.436834  -0.3980
C  4.756596  0.611634  1.517659  -0.0991
C  5.942345  -0.082535  1.323303  0.0191
C  6.275394  -0.474912  0.039960  -0.2676
F  7.415915  -1.138833  -0.154886  0.0976
C  5.472012  -0.200960  -1.053731  -0.0060
C  4.289670  0.491898  -0.846595  -0.1427
C  2.341656  3.641558  -0.413715  -0.3853
C  3.611683  4.182452  -0.604788  -0.1112
C  3.763703  5.374739  -1.294781  0.0179
C  2.632912  6.004940  -1.782772  -0.2677
F  2.773122  7.155693  -2.441543  0.0986
C  1.361208  5.485475  -1.619639  0.0103
C  1.222338  4.292469  -0.928526  -0.1221
H  1.332338  1.570092  5.857237  0.1311
H  1.148960  0.833393  3.503457  0.0854
H  3.299321  4.355132  2.262365  0.1017
H  3.462325  5.064004  4.637360  0.1318
H  4.486266  0.930209  2.517592  0.1045
H  6.608394  -0.312216  2.143767  0.1315
H  5.779852  -0.525126  -2.038448  0.1237
H  3.653927  0.714438  -1.696808  0.0905
H  4.490022  3.675056  -0.223039  0.1081
H  4.736537  5.818225  -1.456823  0.1317
H  0.511246  6.013164  -2.029690  0.1289
H  0.229318  3.873359  -0.800370  0.0916
N  -5.816082  -4.930714  4.604258  0.1487
C  -4.821709  -4.089526  4.242572  -0.2914
C  -5.100335  -2.947938  3.461606  -0.0041
C  -4.091675  -2.096175  3.089887  -0.0528
C  -2.776716  -2.374081  3.479687  -0.3625
C  -2.477836  -3.499361  4.247913  -0.0650
C  -3.491687  -4.347964  4.623602  -0.0052
S  -1.536959  -1.282330  3.005776  0.6446
O  -1.809291  0.077934  3.375819  -0.2671
O  -0.247137  -1.828473  3.423329  -0.2965
N  -1.536346  -1.264908  1.365315  -0.2482
C  -1.351051  -2.405139  0.646161  -0.7242
S  -1.900673  -4.016060  0.861450  1.1549
C  -1.132799  -4.445642  -0.633827  -0.3353
C  -0.527646  -3.385236  -1.199447  -0.2147
N  -0.640686  -2.224284  -0.458179  -0.0936
H  -6.775384  -4.701440  4.417366  0.1133
H  -5.640366  -5.690975  5.236124  0.1147
H  -6.120580  -2.742377  3.163767  0.1211
H  -4.310797  -1.214272  2.498848  0.1127
H  -1.456802  -3.696338  4.544288  0.1222
H  -3.269943  -5.219909  5.225217  0.1235
H  -1.173658  -5.457258  -1.001629  0.0844
H  0.013847  -3.381054  -2.131971  0.0288
C  2.286234  -2.122073  1.047850  -0.0503
O  1.250957  -1.167127  1.397976  -0.3362
H  1.838705  -2.994396  0.571680  0.0807
H  2.812580  -2.412907  1.953723  0.1126
H  2.981045  -1.628755  0.372231  0.0522
H  0.798005  -1.471994  2.238188  0.0375

Cartesian forces (eV/Å) of the 3 atoms listed first:
Zr -0.3 0.1 0.7
C 0.0 0.0 0.0
O 0.0 0.0 0.0